Entry 1:
A cluster of 2 separate species, C4H11N3O2 in total, computed with ωB97M-V with the def2-TZVPD basis set.

The geometry in XYZ format:
```
20
Properties=species:S:1:pos:R:3:mulliken_charge:R:1
C 2.35601 0.70119 2.76111 -0.833
C 0.83112 -0.40756 1.19294 0.507
N -0.21199 -1.36588 1.21421 -0.551
N 1.06348 0.12000 2.45770 -0.232
N 1.39055 -0.11252 0.09833 -0.629
H -0.00888 -2.17238 0.64890 0.267
H -1.11552 -0.98342 1.01967 0.234
H 0.69191 -0.56844 3.08374 0.287
H 2.22197 0.45309 0.01932 0.106
H 0.41732 -0.28089 -1.52114 0.356
H 2.21702 1.61932 3.34231 0.281
H 2.72952 1.13855 1.85730 0.319
H 3.05711 0.02244 3.23634 0.264
C -1.42882 1.57188 -2.26243 -0.870
C -1.53091 0.07930 -1.99613 0.618
O -0.36694 -0.57366 -2.02529 -0.448
O -2.56499 -0.47994 -1.76136 -0.542
H -1.31181 2.02637 -1.27758 0.222
H -2.34844 1.91960 -2.67869 0.330
H -0.63428 1.81175 -2.96395 0.313
```

Summary:
**Gap between HOMO and LUMO**: 10.512 eV
**Calculated total energy**: -473.76487 Eh
**Relative energy (zero: lowest compared OMol25 entry of this formula, charge and spin)**: 23.8 kcal/mol
**Highest occupied orbital energy**: -9.843 eV
**Multiplicity**: 1
**SMILES**: [H]/N=C(/N)NC.CC(=O)O

Entry 2:
A structure of composition C46H36N7O2SbSn, computed with ωB97M-V with the def2-TZVPD basis set.

The geometry in XYZ format:
```
93
Properties=species:S:1:pos:R:3:mulliken_charge:R:1
Sn 0.78093 -0.70496 0.52525 1.405
N -4.04859 0.75995 2.35190 0.118
C -3.29204 -0.33502 2.11143 -0.524
N -2.11803 -0.55089 2.58809 -0.396
C -1.53059 0.42794 3.37800 0.454
N -0.32298 0.32798 3.80655 -1.117
N 0.50000 -0.56982 3.26724 0.779
C 1.30337 -1.23838 3.98341 -1.234
C 2.25680 -2.15534 3.35356 1.050
C 3.37804 -2.59585 4.05245 -0.946
C 4.22550 -3.51306 3.45841 -0.333
C 3.91922 -3.99255 2.19448 -0.833
C 2.79215 -3.49385 1.56357 -0.178
N 1.98694 -2.59169 2.11312 0.016
C -2.34139 1.56984 3.81177 0.928
C -1.89765 2.49806 4.75291 -0.430
C -2.72127 3.52886 5.15745 -0.761
C -4.00762 3.64172 4.63574 -0.408
C -4.46123 2.73801 3.69538 -0.891
C -3.62644 1.70664 3.27717 0.039
H -4.93010 0.88217 1.88238 0.234
H -3.73965 -1.09029 1.47144 0.536
H 1.27702 -1.18968 5.07380 0.376
H 3.58524 -2.20792 5.04103 0.434
H 5.11176 -3.85272 3.97791 0.430
H 4.54057 -4.73169 1.70955 0.435
H 2.51013 -3.84102 0.57593 0.566
H -0.90370 2.37549 5.15896 0.456
H -2.37628 4.24438 5.89168 0.403
H -4.66575 4.42749 4.98161 0.399
H -5.46285 2.81884 3.29014 0.392
O 0.28728 -1.55054 -1.53471 -0.310
C 0.88318 -2.44568 -2.26352 0.071
C 0.12982 -3.17688 -3.21262 -0.186
C 0.70137 -4.14492 -4.00382 -0.638
C 2.06871 -4.42636 -3.90857 -0.768
C 2.82928 -3.71147 -3.01552 -0.812
C 2.27490 -2.72669 -2.17760 1.026
C 3.18476 -1.98953 -1.34534 -1.201
N 2.87701 -1.18201 -0.39307 1.027
N 3.93116 -0.52310 0.18994 -0.848
C 3.54271 0.50162 0.89830 0.536
O 2.32066 0.87433 1.06907 -0.811
C 4.60975 1.30930 1.54709 0.372
C 4.27569 2.53258 2.12191 -0.391
C 5.24086 3.29658 2.75835 -0.631
C 6.54987 2.84275 2.83147 -0.370
C 6.88855 1.62538 2.25487 -0.675
C 5.92748 0.86243 1.61297 -0.285
H -0.92923 -2.95762 -3.27971 0.107
H 0.08389 -4.69157 -4.70675 0.447
H 2.52505 -5.17742 -4.53931 0.383
H 3.89443 -3.90577 -2.94163 0.382
H 4.24845 -2.10204 -1.56107 0.291
H 3.24845 2.86509 2.05909 0.407
H 4.96985 4.24410 3.20696 0.395
H 7.30234 3.43203 3.34014 0.384
H 7.90952 1.26889 2.31287 0.384
H 6.17888 -0.08509 1.15694 0.440
C -5.53136 3.80797 -2.38480 -0.457
C -4.20843 4.22715 -2.41275 -0.592
C -3.19013 3.32664 -2.13453 -0.424
C -3.47362 1.99486 -1.84179 0.361
C -4.80386 1.58196 -1.83437 -0.417
C -5.82733 2.48217 -2.10399 -0.706
Sb -1.85936 0.70350 -1.17743 0.749
C -2.76931 -1.09387 -1.88609 0.717
C -3.38367 -1.21061 -3.12790 -0.432
C -3.97719 -2.40793 -3.50810 -0.758
C -3.96488 -3.49591 -2.64752 -0.627
C -3.35257 -3.38743 -1.40584 -0.728
C -2.75953 -2.19178 -1.02890 -0.701
C -0.47148 1.27543 -2.69969 0.935
C -0.33346 0.63542 -3.92463 -0.595
C 0.66397 1.02848 -4.80474 -0.550
C 1.52118 2.06902 -4.47329 -0.600
C 1.38851 2.71163 -3.25179 -0.689
C 0.40299 2.30446 -2.36285 -0.647
H -6.32912 4.51255 -2.58306 0.379
H -3.96942 5.25785 -2.64392 0.401
H -2.15801 3.66099 -2.15327 0.351
H -5.04512 0.54299 -1.63261 0.439
H -6.85892 2.15086 -2.09006 0.396
H -3.39412 -0.36422 -3.80591 0.464
H -4.45149 -2.49174 -4.47833 0.411
H -4.42376 -4.42950 -2.94719 0.391
H -3.33473 -4.23358 -0.73012 0.442
H -2.25964 -2.11909 -0.06740 0.500
H -0.98330 -0.19363 -4.17870 0.202
H 0.77707 0.51758 -5.75309 0.427
H 2.30265 2.37164 -5.15856 0.397
H 2.05644 3.52089 -2.98457 0.409
H 0.32485 2.78424 -1.39121 0.423
```

Summary:
**Gap between HOMO and LUMO**: 6.629 eV
**Calculated total energy**: -2762.82767 Eh
**Relative energy (zero: lowest compared OMol25 entry of this formula, charge and spin)**: 17.9 kcal/mol
**Highest occupied orbital energy**: -6.991 eV
**Multiplicity**: 1

Among the records above, which one has the highest relative energy (zero: lowest compared OMol25 entry of this formula, charge and spin)? C4H11N3O2

Number 1 is which compound? C4H11N3O2